{"formula": "C48H39ClCuN3O4P2", "method": "ωB97M-V/def2-TZVPD", "homo_lumo_gap_ev": 7.57, "e_above_lowest_kj_mol": 29.09, "symbols": ["Cu", "O", "C", "C", "C", "C", "C", "C", "P", "C", "C", "C", "C", "C", "C", "C", "C", "C", "C", "C", "C", "C", "C", "C", "C", "C", "C", "P", "C", "C", "C", "C", "C", "C", "C", "C", "C", "C", "C", "C", "H", "H", "H", "H", "H", "H", "H", "H", "H", "H", "H", "H", "H", "H", "H", "H", "H", "H", "H", "H", "H", "H", "H", "H", "H", "H", "H", "H", "Cl", "C", "C", "C", "C", "O", "C", "C", "O", "C", "H", "H", "H", "H", "C", "N", "C", "C", "C", "N", "C", "O", "N", "H", "H", "H", "H", "H", "H", "H"], "xyz": [[0.298221, -0.574263, 0.022503], [-0.290118, 2.410354, -1.077696], [0.974739, 2.883836, -1.319139], [1.373634, 3.556524, -2.460908], [2.669540, 4.048671, -2.534076], [3.547684, 3.880228, -1.476112], [3.146505, 3.158222, -0.359293], [1.869456, 2.619764, -0.276957], [1.231168, 1.439758, 0.975989], [0.151206, 2.516912, 1.990741], [-1.180817, 2.160165, 2.169241], [-2.037666, 2.977954, 2.893775], [-1.564929, 4.159936, 3.446519], [-0.236010, 4.526385, 3.269506], [0.615660, 3.709673, 2.541319], [2.664194, 1.110933, 2.058507], [3.877765, 0.692635, 1.504490], [4.919649, 0.261979, 2.312425], [4.762802, 0.226552, 3.691704], [3.557038, 0.622458, 4.251675], [2.515817, 1.059544, 3.444675], [-1.285588, 2.443275, -2.020975], [-1.693774, 3.639323, -2.598525], [-2.748794, 3.639361, -3.493451], [-3.405573, 2.450296, -3.797346], [-3.017477, 1.273927, -3.179003], [-1.956532, 1.248190, -2.275878], [-1.536815, -0.274379, -1.325727], [-1.830678, -1.569542, -2.585833], [-0.723981, -1.921646, -3.358165], [-0.854888, -2.852869, -4.379498], [-2.080304, -3.453710, -4.626346], [-3.182087, -3.114018, -3.854156], [-3.061913, -2.171768, -2.843127], [-3.001041, -0.368803, -0.229816], [-3.674425, 0.770306, 0.204585], [-4.679462, 0.672281, 1.159094], [-5.022517, -0.562797, 1.689149], [-4.359043, -1.704347, 1.258763], [-3.355456, -1.608153, 0.307237], [0.693976, 3.694793, -3.289314], [2.984098, 4.577884, -3.423929], [4.546327, 4.293226, -1.524995], [3.842419, 3.006804, 0.455328], [-1.542047, 1.234054, 1.733725], [-3.071894, 2.686222, 3.025033], [-2.231239, 4.797765, 4.013058], [0.132149, 5.450999, 3.695415], [1.649896, 4.000978, 2.394710], [4.002253, 0.690323, 0.428603], [5.852184, -0.053040, 1.860979], [5.574712, -0.108047, 4.324396], [3.423191, 0.588855, 5.325265], [1.572323, 1.344451, 3.890986], [-1.186790, 4.556440, -2.328728], [-3.066062, 4.568553, -3.947981], [-4.227861, 2.446294, -4.500064], [-3.548099, 0.356371, -3.398190], [0.232547, -1.450116, -3.159739], [0.006099, -3.111382, -4.983135], [-2.177018, -4.187365, -5.416490], [-4.139276, -3.584467, -4.040153], [-3.924740, -1.912765, -2.245841], [-3.411809, 1.742876, -0.196467], [-5.196700, 1.565735, 1.485523], [-5.802815, -0.636653, 2.435415], [-4.609123, -2.671439, 1.676971], [-2.831945, -2.497178, -0.014155], [-3.777196, -5.315651, 4.395439], [-2.682027, -4.504619, 3.302211], [-2.345153, -5.119176, 2.078174], [-1.509397, -4.497395, 1.197108], [-0.941813, -3.202797, 1.457234], [-0.245162, -2.625134, 0.571932], [-1.262364, -2.634598, 2.738736], [-0.734086, -1.376466, 3.157227], [0.144808, -0.726366, 2.590881], [-2.149953, -3.293732, 3.619179], [-2.765232, -6.089220, 1.843024], [-1.262417, -4.958092, 0.248258], [-1.169058, -0.964355, 4.090156], [-2.399252, -2.820458, 4.562375], [4.468662, -0.998225, -3.473925], [3.949220, -1.422560, -2.182733], [4.626328, -2.272264, -1.376180], [4.151720, -2.617809, -0.168677], [2.893793, -2.054772, 0.236605], [2.211757, -1.238943, -0.569970], [2.724218, -0.864264, -1.772721], [2.191310, -0.054062, -2.516192], [2.419408, -2.312342, 1.446114], [5.381425, -1.550933, -3.685547], [4.672315, 0.070851, -3.469172], [3.734945, -1.191493, -4.252854], [5.567360, -2.646529, -1.757847], [4.697540, -3.286480, 0.478869], [2.945612, -2.886095, 2.079102], [1.522741, -1.919335, 1.737095]], "forces_ev_per_a": [[-0.037, 0.381, -0.205], [0.052, 0.113, -0.125], [0.065, 0.001, 0.058], [-0.074, 0.023, -0.071], [0.018, -0.030, 0.075], [0.002, 0.005, -0.038], [-0.002, -0.018, 0.063], [-0.087, -0.102, 0.042], [-0.209, -0.001, 0.110], [0.096, 0.078, -0.024], [0.064, -0.102, -0.042], [0.035, 0.000, -0.001], [-0.002, -0.040, -0.023], [-0.011, -0.015, -0.003], [-0.007, 0.003, -0.012], [0.080, -0.042, 0.009], [-0.056, 0.008, 0.053], [-0.030, 0.024, -0.011], [-0.010, 0.004, -0.063], [-0.024, 0.022, 0.002], [0.028, 0.029, -0.064], [-0.144, -0.176, -0.035], [0.018, 0.054, 0.022], [-0.045, -0.129, -0.014], [0.059, 0.079, 0.035], [-0.001, 0.050, -0.041], [0.153, 0.008, 0.099], [-0.120, -0.017, 0.011], [0.013, 0.047, -0.005], [-0.098, -0.031, -0.015], [0.084, 0.046, 0.012], [-0.011, 0.017, 0.024], [-0.015, -0.022, -0.003], [0.146, 0.025, 0.012], [-0.009, -0.133, -0.004], [-0.026, 0.039, -0.034], [0.028, -0.001, -0.038], [0.030, 0.003, -0.009], [0.006, -0.018, -0.017], [-0.056, 0.122, 0.019], [0.035, -0.019, 0.019], [0.001, 0.003, -0.012], [0.011, 0.002, 0.014], [0.006, -0.013, -0.011], [0.016, 0.052, 0.054], [-0.018, -0.001, -0.001], [-0.003, 0.007, 0.006], [0.012, 0.001, -0.001], [0.001, 0.007, 0.006], [0.033, 0.001, -0.013], [0.012, 0.001, -0.003], [0.004, -0.007, 0.007], [-0.010, 0.005, 0.012], [0.008, 0.003, 0.009], [-0.040, -0.001, -0.013], [0.000, 0.011, -0.002], [-0.008, 0.001, -0.002], [-0.002, -0.010, 0.001], [0.023, -0.002, -0.007], [0.006, -0.011, 0.010], [0.000, 0.002, 0.001], [-0.008, 0.009, 0.005], [-0.068, 0.014, 0.023], [-0.024, -0.014, 0.015], [-0.002, 0.016, -0.003], [-0.009, -0.003, 0.007], [0.001, -0.014, -0.017], [-0.029, -0.032, -0.019], [0.010, 0.008, -0.022], [-0.019, -0.090, -0.044], [-0.013, 0.035, 0.047], [-0.018, -0.038, -0.033], [-0.070, 0.011, 0.122], [0.053, 0.075, -0.068], [-0.075, -0.264, -0.057], [0.043, 0.225, 0.045], [0.037, -0.110, 0.190], [0.096, 0.121, -0.002], [-0.001, -0.002, 0.004], [-0.002, 0.007, -0.003], [-0.013, -0.041, -0.020], [-0.005, 0.008, 0.003], [-0.008, -0.008, -0.030], [-0.009, -0.001, 0.066], [0.051, 0.028, -0.110], [-0.060, -0.066, 0.225], [0.183, 0.108, -0.239], [0.132, -0.441, 0.253], [0.040, 0.230, -0.302], [-0.162, -0.094, 0.034], [-0.082, 0.066, 0.093], [0.008, 0.000, 0.032], [0.010, 0.022, 0.020], [-0.023, -0.016, 0.001], [-0.014, 0.005, -0.005], [-0.002, -0.007, -0.010], [-0.031, 0.009, 0.004], [0.098, -0.093, -0.022]], "mulliken_charge": [1.908, -0.077, -0.223, -0.937, -0.823, -1.085, -0.360, 0.266, 2.292, -0.134, 0.674, -1.084, -0.601, -0.807, -0.217, 0.868, -0.403, -1.014, -0.765, -0.757, -1.098, 0.062, -0.263, -0.717, -0.966, -0.571, 0.402, 1.805, 0.605, -0.957, -0.633, -0.568, -0.893, 0.013, 0.485, -1.018, -0.487, -1.077, -0.984, -0.659, 0.605, 0.410, 0.437, 0.569, 0.062, 0.493, 0.405, 0.405, 0.409, 0.514, 0.460, 0.396, 0.433, 0.374, 0.634, 0.418, 0.439, 0.501, 0.348, 0.427, 0.389, 0.431, 0.476, 0.323, 0.540, 0.409, 0.429, 0.820, -0.261, 0.032, -0.637, -0.314, -0.639, -0.785, 1.525, -0.434, -0.420, -0.993, 0.427, 0.478, 0.150, 0.446, -0.945, 0.370, -0.149, -1.276, 0.627, 0.595, -0.375, -0.688, 0.184, 0.329, 0.288, 0.277, 0.350, 0.468, 0.284, -0.670]}